No. 1
Molecular formula: C30H31BCl3F4N8S3Ti
Method: DFT, ωB97M-V with the def2-TZVPD basis set

## Properties
LUMO (alpha / beta) = -1.18 / -1.01 eV
Energy relative to the best compared isomer or geometry (same formula, charge and spin) = 291.4 kJ/mol
HOMO-LUMO gap (alpha / beta) = 5.42 / 5.59 eV
Molecular weight = 840.865 g mol⁻¹
HOMO (alpha / beta) = -6.61 / -6.61 eV
2S+1 = 2

Each line ends with the Mulliken charge.
Cartesian coordinates (Å):
Ti1 -1.449 0.075 0.519  0.473
C1 -2.700 1.941 5.747  -1.165
N1 -2.981 1.704 4.348  0.683
C2 -4.366 1.260 4.116  -0.881
C3 -2.488 2.669 3.359  -1.036
C4 -1.081 2.221 2.876  -0.837
N2 -1.043 0.817 2.397  0.352
C5 -0.818 -0.152 3.300  1.081
C6 -1.544 -1.317 3.149  0.443
F1 -2.357 -1.278 2.022  -0.415
C7 -1.478 -2.386 4.024  0.285
F2 -2.032 -3.557 3.599  -0.314
C8 -0.701 -2.390 5.161  -1.152
C9 0.141 -1.262 5.275  0.387
F3 1.007 -1.080 6.286  -0.324
C10 0.099 -0.213 4.379  -0.235
F4 1.082 0.759 4.466  -0.435
H1 -3.231 2.846 6.136  0.341
H2 -1.654 2.176 5.979  0.323
H3 -2.948 1.053 6.414  0.276
H4 -4.376 0.937 3.011  0.143
H5 -4.535 0.380 4.887  0.274
H6 -5.075 2.138 4.171  0.288
H7 -2.473 3.682 3.831  0.404
H8 -3.165 2.823 2.450  0.257
H9 -0.390 2.266 3.712  0.385
H10 -0.775 2.901 2.115  0.149
H11 -0.629 -3.209 5.837  0.540
C11 6.149 0.432 -6.043  -0.946
N3 5.190 -0.116 -5.112  0.209
C12 5.167 -1.435 -4.543  -0.556
C13 3.934 -1.567 -3.990  -0.393
N4 3.181 -0.406 -4.136  0.075
B1 1.944 -0.149 -3.068  0.411
N5 2.502 -0.183 -1.642  0.801
C14 3.807 0.300 -1.355  -0.504
C15 4.026 0.245 -0.022  -0.765
N6 2.880 -0.408 0.528  0.318
C16 2.725 -0.796 1.910  -1.057
C17 2.008 -0.636 -0.463  -0.712
S1 0.606 -1.497 -0.202  -0.305
C18 3.971 0.520 -4.735  -0.090
S2 3.463 2.081 -5.145  -0.445
H12 6.506 -0.291 -6.819  0.303
H13 6.958 0.755 -5.357  0.347
H14 5.703 1.345 -6.418  0.267
H15 6.160 -1.936 -4.545  0.386
H16 3.502 -2.464 -3.515  0.416
H17 1.171 -1.081 -3.280  -0.177
H18 1.485 0.886 -3.306  -0.207
H19 4.328 0.819 -2.163  0.460
H20 4.835 0.617 0.582  0.446
H21 2.044 -0.051 2.417  0.371
H22 3.670 -0.737 2.449  0.376
H23 2.393 -1.808 2.030  0.336
C19 -1.988 -3.892 0.177  -0.679
C20 -2.137 -2.925 -0.927  0.642
C21 -2.007 -3.424 -2.244  -0.870
C22 -2.257 -2.599 -3.302  -0.697
C23 -2.632 -1.261 -3.116  0.961
C24 -2.854 -0.315 -4.110  -0.955
C25 -2.945 1.057 -3.841  -0.773
C26 -3.141 1.506 -2.546  -0.724
C27 -3.121 0.556 -1.496  0.577
S3 -3.559 1.063 0.122  -0.561
C28 -2.783 -0.841 -1.760  0.378
N7 -2.521 -1.676 -0.659  -0.035
H24 -3.077 -4.343 0.208  0.313
H25 -1.246 -4.694 -0.025  0.351
H26 -1.864 -3.449 1.146  -0.241
H27 -1.638 -4.431 -2.416  0.425
H28 -2.071 -2.927 -4.307  0.457
H29 -2.929 -0.662 -5.112  0.454
H30 -2.849 1.775 -4.640  0.418
H31 -3.257 2.554 -2.231  0.533
Cl1 2.317 3.498 -1.322  -0.034
C29 0.562 3.778 -1.261  0.624
Cl2 0.020 4.084 -2.924  -0.042
Cl3 0.149 5.168 -0.107  -0.119
C30 0.029 2.536 -0.667  -0.244
N8 -0.555 1.619 -0.261  0.189

---

No. 2
Molecular formula: CH4N3
Method: DFT, ωB97M-V with the def2-TZVPD basis set

## Properties
Total charge = +1
LUMO (alpha / beta) = -6.26 / -4.63 eV
Energy relative to the best compared isomer or geometry (same formula, charge and spin) = 494.0 kJ/mol
HOMO-LUMO gap (alpha / beta) = 5.99 / 9.68 eV
Molecular weight = 58.064 g mol⁻¹
HOMO (alpha / beta) = -12.25 / -14.31 eV
2S+1 = 1

Each line ends with the Mulliken charge.
Cartesian coordinates (Å):
C1 0.835 0.379 0.042  -0.134
N1 -2.256 0.412 -0.064  0.176
N2 -1.724 -0.163 -0.880  -0.098
N3 1.781 -0.406 -0.106  -0.226
H1 0.339 0.927 0.827  0.315
H2 -3.085 0.647 0.412  0.324
H3 2.327 -0.742 0.724  0.293
H4 1.784 -1.054 -0.955  0.348

---

No. 3
Molecular formula: C16H31F3P2V
Method: DFT, ωB97M-V with the def2-TZVPD basis set

## Properties
LUMO (alpha / beta) = -0.15 / -0.14 eV
Energy relative to the best compared isomer or geometry (same formula, charge and spin) = 0.0 kJ/mol
HOMO-LUMO gap (alpha / beta) = 5.79 / 6.05 eV
Molecular weight = 393.310 g mol⁻¹
HOMO (alpha / beta) = -5.94 / -6.19 eV
2S+1 = 4

Each line ends with the Mulliken charge.
Cartesian coordinates (Å):
P1 -0.277 -1.794 -1.589  1.474
P2 0.301 1.904 -1.382  1.477
C1 -0.416 -0.535 -2.978  -1.146
C2 0.432 0.745 -2.849  -0.973
H1 -1.483 -0.281 -3.098  0.342
H2 -0.123 -1.099 -3.887  0.569
H3 1.491 0.511 -3.027  0.402
H4 0.142 1.396 -3.696  0.608
C3 -1.369 2.531 -1.682  -1.556
H5 -1.700 3.208 -0.888  0.424
H6 -2.092 1.714 -1.778  0.370
H7 -1.337 3.073 -2.632  0.511
C4 1.400 3.294 -1.776  -1.433
H8 1.037 3.793 -2.681  0.445
H9 2.423 2.934 -1.928  0.413
H10 1.410 4.028 -0.959  0.453
C5 -1.270 -3.220 -2.110  -1.398
H11 -1.192 -3.977 -1.323  0.389
H12 -0.912 -3.637 -3.062  0.433
H13 -2.325 -2.926 -2.194  0.351
C6 1.430 -2.342 -1.984  -1.493
H14 2.147 -1.513 -1.991  0.370
H15 1.447 -2.834 -2.960  0.485
H16 1.749 -3.043 -1.208  0.358
V1 0.243 -0.039 2.581  -0.070
C7 0.543 1.865 0.409  -0.367
C8 -0.744 1.427 1.102  -0.942
C9 -1.568 0.397 0.455  0.109
C10 -1.895 -0.926 1.194  -1.387
C11 -0.873 -2.014 0.842  -0.301
C12 0.520 -1.722 1.007  -0.641
C13 1.307 -0.554 0.402  0.347
C14 1.542 0.854 1.017  -0.847
C15 0.648 -1.488 4.008  -1.222
H17 0.847 2.894 0.640  0.696
H18 -1.294 2.230 1.598  0.580
H19 -1.091 0.099 -0.496  -1.029
H20 -2.535 0.823 0.137  0.754
H21 -2.037 -0.783 2.306  0.374
H22 -2.876 -1.228 0.782  0.560
H23 -1.196 -3.023 1.130  0.411
H24 1.179 -2.592 1.162  0.643
H25 0.896 -0.324 -0.618  -1.404
H26 2.336 -0.913 0.160  0.859
H27 1.536 0.931 2.190  0.239
H28 2.584 1.102 0.799  0.593
H29 1.447 -1.166 4.711  0.263
H30 0.881 -2.510 3.634  0.229
H31 -0.312 -1.525 4.575  0.345
F1 -0.535 2.564 3.732  -0.280
C16 -0.149 1.302 4.180  0.231
F2 0.893 1.548 5.070  -0.320
F3 -1.211 0.846 4.957  -0.297

---

Which of these has the lowest 2S+1?
CH4N3